{
  "formula": "C37H40BiN12S",
  "method": "ωB97M-V/def2-TZVPD",
  "symbols": ["Bi", "C", "C", "C", "C", "C", "C", "N", "C", "C", "C", "C", "C", "C", "N", "N", "C", "C", "C", "C", "C", "N", "H", "H", "H", "H", "H", "H", "H", "H", "H", "H", "H", "H", "H", "C", "N", "C", "C", "N", "N", "C", "N", "N", "H", "H", "H", "H", "H", "H", "H", "H", "H", "H", "H", "N", "C", "C", "C", "C", "C", "C", "C", "C", "C", "C", "C", "C", "H", "H", "H", "H", "H", "H", "H", "H", "H", "H", "C", "N", "C", "C", "N", "C", "S", "H", "H", "H", "H", "H", "H"],
  "xyz": [[-1.045, 0.163, -0.820], [-5.461, -2.120, -3.486], [-6.045, -1.102, -2.744], [-5.345, -0.472, -1.727], [-4.037, -0.863, -1.406], [-3.453, -1.877, -2.176], [-4.157, -2.492, -3.200], [-3.275, -0.213, -0.421], [-3.814, 0.564, 0.552], [-4.997, 0.250, 1.261], [-5.439, 1.058, 2.273], [-4.758, 2.245, 2.634], [-3.636, 2.606, 1.954], [-3.157, 1.786, 0.908], [-2.106, 2.114, 0.107], [-1.641, 3.276, 0.107], [-0.602, 3.477, -0.808], [-0.297, 4.783, -1.177], [0.661, 4.982, -2.152], [1.333, 3.894, -2.692], [1.024, 2.630, -2.222], [0.060, 2.430, -1.318], [-6.011, -2.603, -4.283], [-7.056, -0.784, -2.967], [-5.804, 0.351, -1.196], [-2.437, -2.187, -1.968], [-3.684, -3.274, -3.784], [-5.507, -0.676, 1.027], [-6.326, 0.776, 2.826], [-5.122, 2.846, 3.455], [-3.078, 3.501, 2.196], [-0.838, 5.601, -0.721], [0.890, 5.983, -2.497], [2.091, 4.023, -3.454], [1.545, 1.746, -2.574], [5.280, -2.947, -1.925], [4.296, -2.915, -0.849], [4.868, -2.632, 0.454], [2.959, -2.654, -1.043], [2.201, -2.019, -0.240], [2.449, -3.263, -2.198], [1.408, -2.872, -3.033], [1.482, -3.509, -4.251], [0.474, -2.064, -2.693], [6.024, -3.713, -1.712], [5.790, -1.982, -2.014], [4.830, -3.169, -2.887], [5.776, -3.224, 0.567], [4.170, -2.924, 1.236], [5.122, -1.574, 0.565], [2.714, -1.501, 0.464], [3.011, -4.011, -2.556], [2.353, -3.879, -4.587], [0.835, -3.225, -4.962], [-0.133, -1.870, -3.486], [-0.995, -2.262, -0.070], [-1.845, -2.446, 1.042], [-2.880, -3.374, 0.988], [-3.766, -3.509, 2.044], [-3.630, -2.706, 3.168], [-2.596, -1.785, 3.224], [-1.689, -1.640, 2.173], [-0.576, -0.657, 2.298], [0.097, -0.602, 3.524], [1.072, 0.348, 3.777], [1.402, 1.269, 2.794], [0.775, 1.201, 1.558], [-0.203, 0.244, 1.286], [-1.175, -2.922, -0.813], [0.028, -2.257, 0.088], [-2.984, -4.001, 0.108], [-4.557, -4.246, 1.989], [-4.320, -2.799, 3.996], [-2.496, -1.141, 4.089], [-0.155, -1.325, 4.291], [1.569, 0.367, 4.740], [2.145, 2.035, 2.985], [1.082, 1.899, 0.792], [4.246, 4.623, -0.093], [4.580, 3.669, 0.942], [5.079, 4.006, 2.197], [5.349, 2.862, 2.842], [5.012, 1.837, 1.972], [4.531, 2.316, 0.795], [4.002, 1.392, -0.502], [5.102, 5.262, -0.307], [3.399, 5.238, 0.210], [3.980, 4.061, -0.981], [5.199, 5.030, 2.509], [5.748, 2.684, 3.826], [5.087, 0.855, 2.163]],
  "relative_energy_kj_mol": 45.5,
  "energy_ev": -73570.15882,
  "homo_lumo_gap_ev": 5.9,
  "homo_ev": -9.361,
  "total_charge": 1
}

{
  "formula": "C26H57BNO8",
  "method": "ωB97M-V/def2-TZVPD",
  "symbols": ["C", "B", "O", "C", "C", "C", "C", "C", "C", "C", "C", "C", "N", "O", "C", "C", "C", "C", "H", "H", "H", "H", "H", "H", "H", "H", "H", "H", "H", "H", "H", "H", "H", "H", "H", "H", "H", "H", "H", "H", "H", "H", "H", "H", "H", "H", "H", "C", "O", "C", "C", "O", "C", "C", "O", "C", "H", "H", "H", "H", "H", "H", "H", "H", "H", "H", "H", "H", "H", "H", "C", "O", "C", "C", "O", "C", "C", "O", "C", "H", "H", "H", "H", "H", "H", "H", "H", "H", "H", "H", "H", "H", "H"],
  "xyz": [[1.617, -0.190, 3.033], [1.784, -0.527, 1.475], [2.999, -1.150, 1.055], [0.685, -0.205, 0.326], [1.263, 0.956, -0.568], [0.829, 2.421, -0.260], [-0.601, 2.791, -0.812], [1.035, 2.877, 1.223], [-0.747, -0.001, 0.929], [-1.952, -0.481, 0.025], [-3.052, 0.659, 0.057], [-2.629, -1.722, 0.700], [-1.602, -0.668, -1.386], [-2.611, -0.878, -2.143], [-0.486, -1.593, -1.622], [-0.915, -3.102, -1.725], [0.080, -1.241, -3.056], [0.674, -1.515, -0.579], [0.634, -0.493, 3.448], [1.836, 0.855, 3.308], [2.363, -0.813, 3.582], [3.106, -1.940, 1.584], [2.372, 0.935, -0.444], [1.104, 0.804, -1.656], [1.515, 3.066, -0.850], [-0.891, 1.968, -1.499], [-1.350, 2.903, -0.016], [-0.515, 3.684, -1.457], [0.107, 2.820, 1.824], [1.894, 2.395, 1.714], [1.279, 3.961, 1.181], [-0.795, -0.632, 1.841], [-0.974, 1.022, 1.258], [-3.066, 1.196, 1.020], [-4.031, 0.147, -0.032], [-2.967, 1.330, -0.809], [-1.872, -2.353, 1.212], [-3.356, -1.432, 1.478], [-3.081, -2.343, -0.095], [-0.151, -3.599, -2.360], [-0.860, -3.613, -0.746], [-1.880, -3.247, -2.234], [0.000, -0.141, -3.191], [-0.558, -1.683, -3.842], [1.134, -1.542, -3.146], [0.643, -2.379, 0.114], [1.643, -1.509, -1.109], [-0.773, 2.224, 6.007], [-0.720, 0.935, 6.581], [0.607, 0.502, 6.837], [0.648, -0.445, 8.023], [0.521, 0.197, 9.288], [-0.755, 0.734, 9.620], [-1.808, -0.313, 9.938], [-2.269, -0.949, 8.755], [-2.636, -2.296, 8.966], [-0.357, 2.213, 4.993], [-1.818, 2.528, 5.960], [-0.232, 2.949, 6.624], [1.262, 1.358, 7.038], [0.967, -0.018, 5.940], [1.637, -0.911, 8.039], [-0.077, -1.252, 7.917], [-1.100, 1.432, 8.857], [-0.589, 1.320, 10.528], [-2.669, 0.171, 10.415], [-1.385, -1.046, 10.634], [-1.815, -2.857, 9.425], [-2.854, -2.739, 7.995], [-3.530, -2.358, 9.596], [-1.615, 0.802, -8.605], [-0.246, 1.009, -8.330], [0.009, 1.242, -6.953], [1.396, 0.757, -6.567], [1.503, -0.658, -6.438], [1.438, -1.423, -7.637], [2.671, -1.307, -8.516], [2.700, -0.058, -9.192], [4.012, 0.415, -9.411], [-2.186, 1.723, -8.439], [-1.707, 0.510, -9.650], [-2.021, -0.004, -7.985], [-0.735, 0.731, -6.330], [-0.061, 2.322, -6.776], [1.618, 1.151, -5.573], [2.160, 1.149, -7.238], [0.526, -1.207, -8.193], [1.366, -2.462, -7.307], [2.651, -2.098, -9.276], [3.566, -1.435, -7.897], [4.573, 0.459, -8.470], [3.941, 1.424, -9.815], [4.537, -0.222, -10.130]],
  "energy_ev": -46427.90037,
  "homo_lumo_gap_ev": [8.7, 9.4],
  "homo_ev": [-8.344, -9.116],
  "spin_multiplicity": 2
}